Entry from OMol25: C38H44AuN5O2P2S as an isolated structure at a distorted geometry (ωB97M-V/def2-TZVPD).

Each line ends with the Mulliken spin population.
Geometry (Å):
Au  0.19630  -0.17100  0.18210  0.24
C  3.47460  -1.06610  -1.28600  0.03
P  2.54660  0.09560  -0.23830  0.16
C  2.61470  1.59400  -1.25920  0.01
N  3.64810  1.70730  -2.04890  0.00
C  3.79800  2.80140  -2.80290  0.00
C  4.90590  2.94290  -3.65810  0.00
C  5.01230  4.06470  -4.43330  0.00
C  4.03150  5.07630  -4.38610  0.00
C  2.95310  4.98790  -3.54640  0.00
C  2.81530  3.84950  -2.72890  0.00
N  1.77650  3.70490  -1.89600  0.00
C  1.64570  2.62110  -1.18220  0.00
P  0.14800  2.43950  -0.14790  0.22
C  0.37010  3.75390  1.10690  0.03
C  -1.23460  3.11160  -1.22920  0.05
C  -2.50920  2.98030  -0.39190  -0.01
C  -1.25620  2.17160  -2.42780  0.03
C  -1.05100  4.55790  -1.67130  0.01
C  3.68380  0.53380  1.20100  0.01
C  5.01680  1.10550  0.72880  0.00
C  3.89030  -0.75730  1.98910  0.01
C  2.95030  1.56160  2.05990  0.01
H  4.28980  -0.51710  -1.76110  0.00
H  2.80080  -1.45770  -2.04980  0.00
H  3.86810  -1.89140  -0.69580  0.00
H  5.64950  2.16230  -3.67890  0.00
H  5.85600  4.18530  -5.09540  0.00
H  4.14310  5.93980  -5.02350  0.00
H  2.20430  5.76600  -3.49870  0.00
H  0.72060  4.64790  0.58870  0.00
H  1.08240  3.45990  1.87260  0.00
H  -0.59320  3.94400  1.57830  0.00
H  -2.43860  2.13730  0.29500  0.03
H  -3.36290  2.80050  -1.03900  0.00
H  -2.69910  3.88200  0.18690  0.00
H  -1.32010  1.14340  -2.07140  -0.02
H  -0.36420  2.28100  -3.04350  0.00
H  -2.11500  2.37020  -3.06090  0.00
H  -1.07180  5.25500  -0.83630  0.00
H  -1.87950  4.80590  -2.33190  0.00
H  -0.12780  4.69540  -2.22750  0.00
H  5.58020  0.39930  0.12480  0.00
H  5.61800  1.35620  1.60150  0.00
H  4.87730  2.01880  0.15550  0.00
H  4.51860  -1.45830  1.44390  0.00
H  2.93000  -1.22840  2.19930  0.00
H  4.38030  -0.54090  2.93720  0.00
H  2.93740  2.52860  1.55980  0.00
H  3.47130  1.68980  3.00750  0.00
H  1.92630  1.24130  2.26480  0.00
O  -3.62570  -1.97550  -0.81950  0.03
S  -3.09900  -0.69110  -1.17400  -0.03
O  -3.99800  0.41360  -1.30540  0.02
N  -2.01140  -0.31830  0.15330  0.40
C  -2.60240  -0.24060  1.34710  0.21
C  -4.00990  -0.19380  1.51280  0.16
C  -4.61120  -0.03180  2.74850  -0.02
C  -3.86040  0.03100  3.90400  0.27
C  -2.45730  -0.09740  3.82640  -0.02
C  -1.66790  -0.15460  4.99070  0.03
C  -0.31510  -0.35680  4.87600  -0.01
C  0.22640  -0.45740  3.59510  0.02
N  -0.48080  -0.36060  2.48840  0.00
C  -1.80950  -0.21430  2.56570  0.02
C  -2.23780  -0.84230  -2.75550  0.00
C  -1.13960  -1.65600  -2.96040  0.00
C  -0.62490  -1.79110  -4.24280  0.00
C  -1.22880  -1.13690  -5.30550  0.00
C  -2.35190  -0.35220  -5.09680  0.00
C  -2.86710  -0.21070  -3.81930  0.00
H  -4.63670  -0.26560  0.64110  0.00
H  -5.68690  0.04300  2.80040  0.01
H  -4.32510  0.15910  4.87090  0.00
H  -2.14710  -0.06270  5.95330  0.00
H  0.32050  -0.45110  5.74010  0.00
H  1.28480  -0.62600  3.46620  -0.01
H  -0.70590  -2.19340  -2.13430  0.01
H  0.24080  -2.41370  -4.41690  0.00
H  -0.84150  -1.25890  -6.30460  0.00
H  -2.83150  0.13610  -5.93140  0.00
H  -3.75880  0.36870  -3.63970  0.00
C  0.26640  -5.36290  0.27690  -0.01
C  1.42970  -4.62220  0.43470  0.01
C  1.34110  -3.24130  0.43990  -0.01
N  0.19580  -2.58670  0.28330  0.10
C  -0.92290  -3.29340  0.15720  0.00
C  -0.93260  -4.68090  0.14940  0.01
H  0.29760  -6.44200  0.25440  0.00
H  2.38740  -5.10680  0.54560  0.00
H  2.22400  -2.63270  0.57030  0.01
H  -1.84700  -2.75050  0.03940  0.01
H  -1.86980  -5.20100  0.03170  0.00

Atomic forces in eV per Å
Au 0.95 0.41 -0.29
C -0.21 -0.15 0.12
P 0.34 0.29 -0.09
C -0.17 0.30 -0.21
N 0.47 -0.50 0.01
C -0.63 0.87 -0.05
C 0.15 0.19 -0.24
C 0.09 -0.35 0.15
C -0.38 0.17 0.20
C 0.18 0.14 -0.20
C 0.77 -0.82 -0.10
N -0.30 0.54 0.20
C 0.25 -0.39 0.02
P -0.05 0.51 -0.42
C -0.10 -0.42 0.10
C 0.27 -0.28 0.19
C 0.01 -0.03 0.10
C 0.09 0.03 0.23
C 0.15 0.05 -0.17
C -0.40 -0.24 -0.06
C -0.14 0.01 -0.09
C -0.03 0.06 -0.05
C 0.03 -0.09 -0.16
H -0.11 -0.05 0.07
H 0.08 -0.02 0.00
H 0.00 -0.01 -0.06
H 0.07 -0.10 -0.03
H 0.07 -0.01 -0.05
H 0.00 0.09 -0.04
H -0.02 0.02 0.02
H -0.02 -0.03 0.03
H -0.03 0.07 0.00
H -0.01 0.08 0.01
H -0.21 0.01 0.04
H -0.10 0.05 -0.02
H 0.04 0.04 0.06
H 0.11 0.16 -0.25
H 0.09 -0.04 -0.02
H -0.21 0.05 -0.02
H 0.00 0.04 0.06
H -0.22 0.04 -0.01
H -0.20 0.07 0.07
H 0.06 -0.07 -0.07
H 0.05 -0.04 0.12
H 0.06 0.04 -0.02
H 0.03 -0.12 0.01
H -0.02 -0.16 0.13
H 0.05 0.01 0.06
H -0.05 0.07 -0.01
H 0.05 0.01 0.07
H -0.02 0.11 0.08
O 0.10 -0.18 -0.02
S -0.14 -0.16 -0.47
O 0.11 0.18 -0.10
N -0.15 -0.27 -0.52
C -0.32 -0.05 -0.21
C -0.47 -0.01 0.21
C -0.05 0.02 -0.02
C -0.18 0.02 -0.24
C 0.53 -0.07 -0.29
C 0.16 -0.02 -0.26
C -0.26 -0.02 0.00
C 0.12 0.04 0.09
N -0.24 -0.08 0.01
C -0.05 0.10 0.84
C -0.16 -0.04 0.49
C 0.15 -0.11 0.16
C -0.01 0.03 0.14
C -0.01 0.01 0.02
C -0.01 -0.11 0.09
C -0.20 0.15 0.07
H -0.13 0.08 0.15
H -0.06 -0.02 -0.02
H -0.06 -0.02 0.05
H -0.02 0.00 0.13
H 0.08 0.02 0.11
H 0.14 0.02 0.04
H 0.18 -0.08 0.08
H 0.01 -0.07 0.04
H 0.08 0.00 -0.10
H -0.08 0.03 -0.02
H -0.02 0.14 -0.04
C 0.00 0.18 0.00
C -0.09 0.04 0.01
C 0.37 -0.26 0.00
N 0.01 0.47 0.00
C -0.27 -0.44 0.02
C 0.07 0.12 0.00
H -0.01 -0.06 0.01
H 0.08 0.01 0.03
H 0.05 -0.05 0.00
H 0.01 -0.08 0.05
H -0.08 -0.05 -0.01

Results
- net charge = +2
- lowest unoccupied orbital energy (spin up / spin down) (eV) = -5.552 / -7.683
- HOMO energy (spin up / spin down) (eV) = -12.86 / -13.83
- multiplicity = 3

Entry from OMol25: a 2-piece molecular cluster, C3H9NO2 overall at a distorted geometry (ωB97M-V/def2-TZVPD).

Each line ends with the Mulliken charge.
Geometry (Å):
C  0.78037  1.95062  0.64568  -0.76
C  -0.54235  1.40526  0.04924  0.63
O  -0.40660  1.13090  -1.27365  -0.44
O  -1.50010  1.19952  0.73985  -0.54
H  1.52029  1.18073  0.83870  0.22
H  0.50616  2.26890  1.64984  0.27
H  0.98131  2.73314  -0.08963  0.28
C  1.19856  -2.64180  0.40559  -0.71
N  0.10877  -2.41304  -0.58623  -0.51
H  -0.29536  -3.33670  -0.65560  0.21
H  -0.55557  -1.73030  -0.25489  0.21
H  -1.10939  0.56797  -1.59600  0.35
H  1.85575  -1.78243  0.49328  0.22
H  1.61549  -3.61623  0.15177  0.30
H  0.81726  -2.86716  1.41593  0.27

Atomic forces in eV per Å
C -2.08 -0.07 -0.43
C 1.60 -0.71 1.08
O 0.37 0.39 0.58
O -0.57 -0.22 -0.76
H 0.24 -0.07 -0.89
H 0.05 0.68 -0.24
H 1.10 0.10 0.64
C -1.45 -0.39 0.44
N 1.24 -0.40 0.43
H -0.79 0.35 -0.31
H -0.27 -0.21 0.18
H -0.66 -0.14 -0.02
H 0.43 -0.30 -0.33
H 0.92 0.51 -0.36
H -0.12 0.45 -0.01

Results
- net charge = 0
- lowest unoccupied orbital energy (eV) = 0.758
- HOMO energy (eV) = -9.43
- SMILES = CC(=O)O.CN